(1)
# H27O13

A structure of composition H27O13 at a distorted geometry (ωB97M-V/def2-TZVPD, OMol25).

Values from the calculation:
Frontier orbital gap (alpha / beta): 0.4010 / 0.1252 Ha
Charge: +2
Multiplicity: 2
⟨S²⟩: 0.7562

Last column: natural (NBO) charge in e.
Atoms and positions in Å:
O -0.186572 -2.783609 -0.210307  -0.860
H -3.049841 -1.738901 -0.765800  0.503
H 0.195260 -1.664606 0.253473  0.528
O -1.443676 2.214017 1.614379  -0.604
H -1.355823 2.161088 2.573875  0.512
H 1.361086 1.591084 1.759768  0.466
O -1.030335 2.492176 -1.435695  -0.856
H 0.750585 -0.366759 1.349430  0.531
O 1.385504 2.423701 2.225969  -0.833
H -2.107754 -0.912339 1.701941  0.461
H 1.913424 2.322838 3.027625  0.513
O 1.513226 -0.129940 3.206245  -0.986
H 1.573652 0.086452 4.134920  0.514
H 2.396245 -0.196739 2.842284  0.490
O 1.862882 0.434612 -1.994454  -0.966
H 1.149526 0.656256 -2.610416  0.522
H 2.669453 0.920044 -1.845835  0.525
O -0.265718 1.110048 -3.725163  -0.997
H -1.162471 0.931900 -3.834994  0.506
H 0.251466 1.357101 -4.478548  0.519
O 0.578037 -0.508314 0.396075  -0.920
H 1.266640 -0.124260 -0.227576  0.560
H -1.219784 -1.178993 -3.261552  0.499
O -2.183790 -1.795086 2.061214  -0.952
H -0.425507 -3.173041 0.656600  0.534
H -3.123638 -2.031240 2.098126  0.494
O 1.703626 -2.992392 1.605577  -0.980
H 2.144663 -3.797766 1.299731  0.497
H 1.860497 -3.042453 2.568610  0.488
O -2.333377 -1.236979 -0.381963  -0.957
H -2.117692 -0.712797 -1.170740  0.498
H -1.044558 -2.346634 -0.533562  0.528
O 2.359649 2.715741 -0.366633  -0.748
H 1.819291 3.439853 -0.723540  0.500
H 2.040411 2.548238 0.490733  0.477
O -1.896693 -1.742072 -2.869516  -1.015
H -2.380544 -2.394873 -3.377751  0.524
H -1.507877 1.349095 1.168077  0.500
H -1.557810 3.224451 -1.724161  0.502
H -0.286321 2.354560 -1.944322  0.485

Cartesian forces, eV/Å:
-0.7261 2.1451 0.9000
-0.6688 -0.5134 0.1565
0.5521 -1.1807 -1.2488
0.1877 0.4961 -0.8514
0.0067 -0.4375 0.3341
-0.0528 -0.7132 0.6410
-2.1282 -0.6929 3.0814
0.3295 -0.2429 -0.2090
-0.3470 1.2047 -0.6358
-0.5720 -0.1332 -0.1864
0.0063 -0.2108 0.0034
-0.4801 -0.1153 -0.9951
0.1254 -0.0854 0.4660
0.5782 -0.2982 0.4276
-0.7124 -1.7188 1.7363
0.5767 0.7385 -0.3724
0.0031 0.8964 -0.9038
2.7109 0.0161 2.1496
-2.1931 -0.0793 -1.1474
-0.3948 0.0864 -1.2359
-0.0219 0.6889 0.3386
-0.5728 -0.6251 0.1534
-0.3025 -0.9927 -0.9994
0.2948 -0.6106 0.9041
0.0579 -0.2765 -0.3292
0.3435 0.3316 0.0039
0.3872 -0.2673 1.0237
-0.0682 0.1384 -0.2581
-0.2333 0.1417 -0.5046
0.2905 1.0358 -0.6557
0.0210 -0.0027 0.1353
0.3188 -0.8418 0.2416
0.5995 0.3022 -2.4251
0.1764 0.0444 0.1628
-0.7704 0.1208 2.1497
-0.0042 0.6164 1.2991
0.5929 0.2890 -0.9544
-0.0043 0.0882 0.3959
-0.1768 0.8043 -0.5266
2.2704 -0.1470 -2.2650

---

(2)
# C8H8AuN2O3S2Se

A structure of composition C8H8AuN2O3S2Se (ωB97M-V/def2-TZVPD, OMol25).

Values from the calculation:
Frontier orbital gap: 0.2523 Ha
Charge: -1

Last column: natural (NBO) charge in e.
Atoms and positions in Å:
Au -0.244437 0.234299 0.418825  0.536
O -1.415052 -2.034977 3.146699  -1.004
S -0.062888 -1.632511 2.814775  2.286
O 0.140923 -0.174852 2.890383  -1.066
O 0.984745 -2.379794 3.479198  -1.000
S 0.146850 -2.024951 0.690592  -0.749
C -2.412516 -1.784037 -2.244592  -0.422
N -1.037278 -2.192781 -2.415872  -0.397
C -0.032420 -1.405641 -2.865627  0.287
Se -0.118799 0.307566 -3.503271  -0.328
N 1.104326 -2.136338 -2.753055  -0.550
C 0.839289 -3.391387 -2.233162  0.117
C 1.643714 -4.477525 -1.941891  -0.226
C 1.018560 -5.604773 -1.429517  -0.212
C -0.360038 -5.638165 -1.215179  -0.216
C -1.162936 -4.545657 -1.506853  -0.227
C -0.536025 -3.425932 -2.022041  0.198
H -2.502372 -0.761548 -2.600738  0.249
H -2.670290 -1.824281 -1.185481  0.235
H -3.072046 -2.435605 -2.819834  0.195
H 2.003579 -1.726611 -2.931462  0.433
H 2.714039 -4.445503 -2.094774  0.216
H 1.614538 -6.473095 -1.181975  0.210
H -0.810758 -6.530278 -0.801518  0.212
H -2.228807 -4.563624 -1.326630  0.222

Cartesian forces, eV/Å:
0.0092 -0.1100 -0.5611
-0.0193 -0.0968 -0.0761
0.0600 0.1470 0.3114
-0.0104 0.0172 0.1472
-0.0109 -0.1957 -0.1733
-0.0266 0.2562 0.4045
-0.0075 0.0205 0.0356
-0.0557 0.0154 -0.0871
0.0377 -0.0081 0.1956
-0.0126 0.0451 0.0390
0.0354 0.0447 -0.0671
-0.0485 -0.0554 -0.0519
0.0079 -0.0015 -0.0139
0.0166 0.0217 0.0077
-0.0288 0.0289 -0.0141
-0.0069 -0.0472 -0.0706
0.0064 -0.0839 -0.1022
-0.0055 -0.0011 -0.0128
0.0369 -0.0187 0.0161
0.0067 -0.0051 0.0022
-0.0017 -0.0047 -0.0161
0.0024 0.0015 0.0150
0.0016 0.0055 0.0169
0.0045 0.0044 0.0138
0.0092 0.0200 0.0413

---

(3)
# C4H12O3Si2

An isolated molecule of C4H12O3Si2 at a distorted geometry (ωB97M-V/def2-TZVPD, OMol25).

Values from the calculation:
Frontier orbital gap: 0.3492 Ha

Last column: natural (NBO) charge in e.
Atoms and positions in Å:
C 1.757122 2.311373 0.945882  -0.359
C 1.343890 1.007802 0.761281  -0.679
C -1.458088 -2.035520 -0.226193  -0.234
C 1.409848 0.170571 -2.616427  -0.243
O -1.008662 -0.880813 0.487162  -0.912
O 0.546652 -0.476414 -1.593671  -0.946
O -1.607015 -1.700978 3.060077  -1.232
Si -1.830410 -0.360498 2.356666  1.626
Si -0.068563 0.257568 -0.340958  1.921
H 2.704824 2.441657 1.490993  0.212
H 1.020222 3.119527 0.705029  0.204
H 2.087245 0.224531 1.035113  0.208
H -1.204661 -2.890226 0.230150  0.206
H -1.099213 -2.044281 -1.249280  0.205
H -2.554811 -1.955311 -0.188922  0.191
H 1.457201 -0.570101 -3.457097  0.204
H 2.405515 0.137238 -2.283273  0.191
H 1.015677 1.200321 -2.807990  0.198
H -0.636691 1.467146 -0.839127  -0.261
H -3.236498 -0.257076 2.117277  -0.250
H -1.043584 0.833484 2.413309  -0.250

Cartesian forces, eV/Å:
-1.8830 -2.3920 -0.0259
0.8205 0.2492 -0.4607
-2.5821 2.4244 -1.5331
-1.9902 -1.3478 0.0753
0.8253 1.6193 -0.1713
1.5573 -0.7672 -2.3067
0.6077 0.1092 0.3884
0.0982 -2.5636 0.1741
1.5260 1.8080 2.5310
-0.5891 0.5417 -0.4894
1.1968 -0.4449 0.2394
-0.4072 0.5698 0.1169
1.2657 -2.9082 2.0325
0.0111 0.1873 -0.0243
0.2603 -0.2897 -0.3815
-0.7336 1.1719 0.2964
1.2755 0.6119 0.9087
0.5367 -1.0308 -0.2743
-1.3312 0.6848 -0.2421
-0.8957 0.9098 -0.7757
0.4308 0.8567 -0.0777

---

(4)
# CH4S3

A cluster of 2 separate species, CH4S3 in total at a distorted geometry (ωB97M-V/def2-TZVPD, OMol25).

Values from the calculation:
Frontier orbital gap (alpha / beta): 0.2375 / 0.2778 Ha

Last column: natural (NBO) charge in e.
Atoms and positions in Å:
C -0.206582 1.827512 -1.449483  -0.776
S -0.677454 -2.194982 1.935106  -0.153
S -1.565866 0.983675 -0.459077  0.251
S -1.396932 1.197702 1.448858  -0.158
H -0.572047 2.934162 -1.567202  0.232
H -0.161652 1.442315 -2.468177  0.237
H 0.809482 1.825683 -0.874096  0.247
H -1.462714 -2.454216 3.115780  0.120

Cartesian forces, eV/Å:
0.2933 2.3968 1.7170
-1.1303 -0.1796 1.6613
0.3153 -0.0747 -1.2994
0.4725 0.0300 0.0999
0.8375 -1.9305 0.3708
0.0398 -0.4783 0.3270
-1.9335 -0.1642 -1.1915
1.1055 0.4005 -1.6851

---

Copy entry 3 word for word.
# C4H12O3Si2

An isolated molecule of C4H12O3Si2 at a distorted geometry (ωB97M-V/def2-TZVPD, OMol25).

Values from the calculation:
Frontier orbital gap: 0.3492 Ha

Last column: natural (NBO) charge in e.
Atoms and positions in Å:
C 1.757122 2.311373 0.945882  -0.359
C 1.343890 1.007802 0.761281  -0.679
C -1.458088 -2.035520 -0.226193  -0.234
C 1.409848 0.170571 -2.616427  -0.243
O -1.008662 -0.880813 0.487162  -0.912
O 0.546652 -0.476414 -1.593671  -0.946
O -1.607015 -1.700978 3.060077  -1.232
Si -1.830410 -0.360498 2.356666  1.626
Si -0.068563 0.257568 -0.340958  1.921
H 2.704824 2.441657 1.490993  0.212
H 1.020222 3.119527 0.705029  0.204
H 2.087245 0.224531 1.035113  0.208
H -1.204661 -2.890226 0.230150  0.206
H -1.099213 -2.044281 -1.249280  0.205
H -2.554811 -1.955311 -0.188922  0.191
H 1.457201 -0.570101 -3.457097  0.204
H 2.405515 0.137238 -2.283273  0.191
H 1.015677 1.200321 -2.807990  0.198
H -0.636691 1.467146 -0.839127  -0.261
H -3.236498 -0.257076 2.117277  -0.250
H -1.043584 0.833484 2.413309  -0.250

Cartesian forces, eV/Å:
-1.8830 -2.3920 -0.0259
0.8205 0.2492 -0.4607
-2.5821 2.4244 -1.5331
-1.9902 -1.3478 0.0753
0.8253 1.6193 -0.1713
1.5573 -0.7672 -2.3067
0.6077 0.1092 0.3884
0.0982 -2.5636 0.1741
1.5260 1.8080 2.5310
-0.5891 0.5417 -0.4894
1.1968 -0.4449 0.2394
-0.4072 0.5698 0.1169
1.2657 -2.9082 2.0325
0.0111 0.1873 -0.0243
0.2603 -0.2897 -0.3815
-0.7336 1.1719 0.2964
1.2755 0.6119 0.9087
0.5367 -1.0308 -0.2743
-1.3312 0.6848 -0.2421
-0.8957 0.9098 -0.7757
0.4308 0.8567 -0.0777